Entry 1:
Entry from OMol25: C20H26F2N4O3Os as an isolated structure (ωB97M-V with the def2-TZVPD basis set).

Geometry as XYZ:
```
56
Properties=species:S:1:pos:R:3:lowdin_charge:R:1
Os -0.6097 -0.2815 0.3573 1.312
C 0.2806 -0.9186 4.6806 0.027
C 0.5080 -0.3325 3.3152 -0.478
O -0.4217 -0.3231 2.5122 -0.078
N 1.7393 0.1486 3.0554 0.097
C 2.0893 0.9361 1.8793 -0.102
C 2.5549 0.1031 0.7115 -0.238
C 3.8996 0.0144 0.3854 -0.015
C 4.2890 -0.7654 -0.6909 -0.052
C 3.3151 -1.4297 -1.4149 -0.040
C 1.9928 -1.2860 -1.0336 -0.100
N 1.6156 -0.5422 0.0093 0.004
H -0.6644 -0.5349 5.0594 0.098
H 1.0792 -0.6924 5.3849 0.078
H 0.1806 -1.9993 4.5795 0.095
H 2.4274 0.0570 3.7818 0.139
H 2.8845 1.6204 2.1731 0.128
H 1.2270 1.5263 1.5766 0.102
H 4.6288 0.5581 0.9715 0.114
H 5.3335 -0.8468 -0.9617 0.111
H 3.5631 -2.0437 -2.2689 0.110
H 1.1890 -1.7616 -1.5786 0.098
O -0.7702 -0.1004 -1.6980 -0.270
N -0.6554 1.0749 -2.2011 0.028
N -0.3308 1.9903 -1.3840 -0.201
O -0.0833 1.7850 -0.1024 -0.244
C -0.2196 3.3330 -1.8732 -0.166
C -0.0874 3.5831 -3.2326 -0.020
C 0.0125 4.8957 -3.6621 -0.082
C -0.0158 5.9418 -2.7487 -0.092
C -0.1472 5.6707 -1.3955 -0.076
C -0.2492 4.3619 -0.9469 -0.006
H -0.0676 2.7622 -3.9335 0.107
H 0.1164 5.1009 -4.7194 0.103
H 0.0633 6.9644 -3.0934 0.101
H -0.1772 6.4810 -0.6791 0.104
H -0.3645 4.1242 0.0998 0.115
C -2.5763 -2.5791 -1.3440 -0.063
C -1.7858 -3.1341 -0.1626 -0.657
C -0.7432 -4.1442 -0.6672 -0.060
C -2.7458 -3.8515 0.7957 -0.061
C -1.0332 -2.0775 0.6182 -0.209
H -3.0780 -3.3934 -1.8740 0.084
H -1.9314 -2.0534 -2.0456 0.063
H -3.3388 -1.8815 -0.9956 0.074
H -1.2429 -4.9879 -1.1501 0.085
H -0.1367 -4.5338 0.1543 0.081
H -0.0756 -3.6865 -1.4005 0.067
H -3.2873 -4.6398 0.2666 0.083
H -3.4693 -3.1454 1.2049 0.080
H -2.2048 -4.3094 1.6274 0.078
H -0.6866 -2.5466 1.5628 0.062
F -2.6732 1.5759 1.0955 -0.084
C -2.5837 0.3034 0.5147 -0.447
F -3.4061 -0.4862 1.3208 -0.073
H -3.1271 0.3961 -0.4357 0.089
```

Charge: 0
Frontier orbital gap (Eh): 0.26184
ΔE to the lowest compared entry with this formula, charge and spin (kcal per mole): 0.0
Molecular weight (g/mol): 598.7
2S+1: 1
E_LUMO (eV): 0.1303

---

Entry 2:
Entry from OMol25: H31O15 as an isolated structure in a non-equilibrium geometry (ωB97M-V with the def2-TZVPD basis set).

Geometry as XYZ:
```
46
Properties=species:S:1:pos:R:3:mulliken_spin:R:1
O -2.4531 3.1175 0.1040 -0.311
H -0.2995 3.3354 3.2133 0.009
H -1.5984 3.6457 0.0730 0.065
O 0.5714 -2.4167 -0.4715 0.058
H 3.8569 1.3382 -1.7626 -0.006
H 0.1188 -1.6412 0.1121 0.050
O 1.7612 1.6538 -3.9161 0.029
H -1.2884 1.8910 2.9710 0.174
H 2.0512 -0.3723 -1.6695 -0.025
O -1.4898 -3.5678 2.2295 0.042
H -1.1164 -0.1503 4.6552 -0.007
H -2.1363 -3.0601 2.6290 -0.006
O 1.4663 1.1477 2.1296 -0.108
H 1.8287 0.3809 2.6476 0.050
H 2.1388 1.0730 1.5048 0.082
O -0.3307 2.3827 3.5308 -0.391
H 1.7440 0.9093 -4.5133 0.000
H 1.4431 2.3486 -4.2948 -0.010
O -2.0079 1.4394 2.0258 -0.145
H 0.4232 2.0490 3.0063 0.390
H -1.9220 -3.4419 -1.4120 -0.002
O -2.2288 0.6832 -3.5964 0.018
H 0.4420 -3.1082 0.2290 0.005
H -3.0363 -2.4975 -1.0253 -0.005
O -0.6305 -1.0597 4.6704 0.240
H -2.1242 -0.3034 -3.8536 0.000
H 1.0786 -1.5633 -4.6476 -0.004
O -0.2437 1.5858 0.1637 0.076
H 1.7917 1.0598 -2.2749 -0.013
O 4.4572 0.8163 -2.2263 0.023
H 4.4513 -0.1328 -2.2670 0.001
H -1.2831 1.2842 1.2925 0.050
O -2.8472 -3.2740 -1.6063 0.030
H 0.3060 -0.7973 4.7889 -0.021
H -1.8561 1.0586 -4.4729 -0.005
O 1.4716 -1.6552 -3.8076 0.019
H -2.5084 2.1155 1.4961 -0.031
H 1.1290 -2.4228 -3.4791 -0.003
O 1.6300 0.4624 -1.5483 0.295
H -3.0643 3.0460 -0.6546 0.033
H 0.1455 -1.3217 2.8662 0.043
O 0.9654 -1.5847 2.1804 -0.051
H 0.7751 -2.4895 2.0987 0.069
H -1.1238 -4.0866 2.8866 -0.007
H -0.7942 1.3168 -0.5610 0.085
H 0.3359 0.8061 0.5560 0.214
```

Charge: 0
⟨S²⟩: 0.751
Frontier orbital gap (alpha / beta) (Eh): 0.10276 / 0.38382
ΔE to the lowest compared entry with this formula, charge and spin (kcal per mole): 58.2
Molecular weight (g/mol): 271.2
2S+1: 2
E_LUMO (alpha / beta) (eV): -0.1768 / -0.2619

---

> What is the formula in the second record?

H31O15

---

> Which of these has the highest 2S+1?

H31O15

---

> Among the records above, which one has the lowest molecular weight?

H31O15

---

> molecular weight of number 2 (H31O15)?

271.2 g/mol